1.
{
  "formula": "C3H6N2O",
  "method": "the ωB97M-V functional and the def2-TZVPD basis",
  "species": ["C", "N", "C", "N", "C", "O", "H", "H", "H", "H", "H", "H"],
  "coordinates": [[-1.282, -0.564, 0.611], [-0.500, -0.552, -0.603], [0.445, 0.338, -0.730], [0.454, 1.649, -0.490], [1.246, -0.873, -0.355], [1.602, -0.970, 0.821], [-1.759, 0.394, 0.855], [-2.043, -1.345, 0.557], [-0.499, -0.819, 1.369], [1.296, 2.192, -0.601], [-0.400, 2.152, -0.288], [1.438, -1.602, -1.146]],
  "atomic_forces_ev_per_a": [[-0.163, -0.007, 0.211], [0.005, 0.195, -0.072], [-0.227, -0.068, 0.192], [0.011, -0.083, -0.052], [0.537, -0.078, -0.038], [0.334, 0.145, -0.397], [0.098, -0.146, 0.050], [0.102, 0.144, 0.058], [-0.813, 0.161, -0.049], [-0.068, -0.186, 0.060], [0.118, -0.160, -0.006], [0.065, 0.083, 0.042]],
  "lowdin_charge": [-0.090, 0.011, -0.328, 0.192, -0.340, -0.039, 0.072, 0.077, 0.094, 0.116, 0.113, 0.123],
  "orbital_gap_ev": 9.30,
  "lumo_ha": 0.025,
  "e_above_lowest_ev": 3.284,
  "charge": 0,
  "spin_multiplicity": 1
}


2.
{
  "formula": "C3H6N2O",
  "method": "the ωB97M-V functional and the def2-TZVPD basis",
  "species": ["O", "C", "N", "C", "C", "N", "H", "H", "H", "H", "H", "H"],
  "coordinates": [[-1.191, -2.148, 1.400], [-0.622, -1.327, 0.722], [0.691, -1.141, 0.448], [0.887, -0.038, -0.473], [-0.495, 0.518, -0.755], [-1.263, -0.268, -0.024], [1.394, -1.773, 0.794], [1.342, -0.357, -1.418], [1.513, 0.757, -0.050], [0.156, 3.480, -0.138], [-0.127, 2.872, -0.474], [-2.271, -0.182, 0.036]],
  "atomic_forces_ev_per_a": [[0.195, 0.313, -0.216], [0.062, -0.142, 0.080], [-0.132, -0.158, 0.122], [0.022, 0.097, -0.081], [-0.050, -0.446, 0.265], [-0.033, 0.153, -0.143], [-0.082, 0.084, -0.040], [-0.060, 0.052, 0.088], [-0.092, -0.091, -0.071], [-0.035, -0.053, -0.043], [0.066, 0.210, 0.076], [0.140, -0.018, -0.035]],
  "lowdin_charge": [0.084, -0.521, 0.083, -0.208, -0.041, 0.075, 0.152, 0.118, 0.110, 0.028, -0.022, 0.143],
  "orbital_gap_ev": 9.88,
  "lumo_ha": 0.029,
  "e_above_lowest_ev": 2.699,
  "charge": 0,
  "spin_multiplicity": 1
}


3.
{
  "formula": "C3H6N2O",
  "method": "the ωB97M-V functional and the def2-TZVPD basis",
  "species": ["C", "C", "N", "C", "N", "H", "H", "H", "H", "O", "H", "H"],
  "coordinates": [[1.000, -0.485, 0.563], [0.730, 0.897, 0.689], [-0.603, 1.001, 0.973], [-1.099, -0.293, 1.052], [-0.168, -1.192, 0.688], [1.943, -0.902, 0.344], [1.280, 1.653, 0.266], [-1.172, 1.790, 1.045], [-2.126, -0.520, 1.311], [0.075, -0.291, -2.542], [0.126, -1.233, -2.804], [0.014, -0.423, -1.584]],
  "atomic_forces_ev_per_a": [[-1.869, 2.575, 0.064], [-0.666, -3.145, -0.141], [0.451, -3.129, 0.197], [1.278, -0.020, -1.242], [-0.683, 0.861, 1.671], [0.645, -0.561, -0.311], [1.252, 1.911, -0.217], [-0.602, 1.425, 0.178], [0.221, 0.098, -0.136], [-0.009, -1.202, 0.201], [-0.029, 0.752, -0.273], [0.011, 0.435, 0.009]],
  "lowdin_charge": [-0.166, -0.099, 0.054, -0.172, 0.025, 0.086, 0.082, 0.124, 0.113, -0.078, 0.050, -0.018],
  "smiles": "c1c[nH]cn1.O",
  "orbital_gap_ev": 9.83,
  "lumo_ha": 0.031,
  "e_above_lowest_ev": 1.220,
  "charge": 0,
  "spin_multiplicity": 1
}


4.
{
  "formula": "C3H6N2O",
  "method": "the ωB97M-V functional and the def2-TZVPD basis",
  "species": ["N", "C", "O", "N", "C", "C", "H", "H", "H", "H", "H", "H"],
  "coordinates": [[2.095, 0.226, -0.692], [0.928, 0.185, 0.010], [0.943, 0.328, 1.230], [-0.244, 0.123, -0.722], [-1.331, -0.701, -0.224], [-1.370, 0.390, 0.712], [2.177, -0.067, -1.650], [2.925, 0.322, -0.127], [-2.135, -0.732, -0.945], [-1.062, -1.670, 0.191], [-1.745, 1.359, 0.436], [-1.182, 0.238, 1.781]],
  "atomic_forces_ev_per_a": [[0.010, -0.109, -0.042], [0.289, 0.026, 0.694], [1.115, -0.273, 0.148], [-0.303, 0.929, 1.283], [-0.678, -0.468, 0.006], [-0.125, 0.180, -0.609], [-0.154, 0.082, 0.080], [-0.149, -0.095, -0.223], [0.030, -0.318, -0.257], [-0.070, -0.009, -0.009], [-0.536, -0.113, -0.202], [0.573, 0.169, -0.869]],
  "lowdin_charge": [0.158, -0.654, -0.005, 0.071, -0.243, 0.051, 0.096, 0.105, 0.108, 0.124, 0.092, 0.098],
  "orbital_gap_ev": 9.61,
  "lumo_ha": 0.028,
  "e_above_lowest_ev": 2.917,
  "charge": 0,
  "spin_multiplicity": 1
}


5.
{
  "formula": "C3H6N2O",
  "method": "the ωB97M-V functional and the def2-TZVPD basis",
  "species": ["C", "N", "C", "O", "H", "H", "H", "C", "N", "H", "H", "H"],
  "coordinates": [[-1.518, 0.145, 0.356], [-0.313, 0.825, -0.074], [0.238, 1.901, -0.076], [0.966, 2.824, -0.232], [-1.187, -0.866, 0.686], [-2.071, 0.544, 1.182], [-2.390, 0.089, -0.428], [1.452, -0.912, -0.413], [2.439, -1.375, 0.281], [1.391, -0.202, -1.332], [0.486, -1.399, -0.370], [3.384, -0.972, 0.170]],
  "atomic_forces_ev_per_a": [[-1.116, -1.166, -1.098], [-1.162, 1.439, 0.526], [0.818, 0.175, -0.660], [-1.226, -1.117, 0.493], [-0.592, 0.560, -0.527], [0.383, 0.854, 0.787], [2.182, -0.103, 0.816], [2.019, -0.555, -1.616], [-1.509, 0.853, -0.577], [1.095, -0.801, 1.686], [0.016, -0.338, 0.651], [-0.910, 0.198, -0.481]],
  "lowdin_charge": [-0.098, 0.013, -0.310, 0.134, 0.075, 0.062, 0.119, -0.184, 0.020, 0.097, 0.030, 0.041],
  "smiles": "CN=C=O.C=N",
  "orbital_gap_ev": 10.25,
  "lumo_ha": 0.021,
  "e_above_lowest_ev": 2.721,
  "charge": 0,
  "spin_multiplicity": 1
}


6.
{
  "formula": "C3H6N2O2",
  "method": "the ωB97M-V functional and the def2-TZVPD basis",
  "species": ["O", "C", "C", "N", "C", "N", "O", "H", "H", "H", "H", "H", "H"],
  "coordinates": [[2.138, -0.522, -1.338], [1.508, 0.548, -1.057], [0.770, 0.753, 0.264], [0.214, -0.459, 0.846], [-1.035, -0.934, 0.720], [-1.713, -0.463, -0.378], [-1.534, -1.784, 1.467], [1.462, 1.420, -1.728], [1.473, 1.217, 0.985], [-0.026, 1.481, 0.092], [0.668, -0.789, 1.688], [-2.688, -0.622, -0.540], [-1.239, 0.154, -1.021]],
  "atomic_forces_ev_per_a": [[0.448, -0.005, 0.156], [-1.184, -0.103, -0.052], [0.626, 0.275, -1.155], [0.702, 0.147, 1.295], [-0.860, -0.648, -0.586], [0.172, 0.685, -0.369], [0.130, 0.287, 0.105], [0.115, 0.092, -0.093], [-0.203, -0.363, 0.511], [0.000, 0.195, 0.167], [-0.134, -0.078, -0.329], [0.019, -0.353, 0.394], [0.167, -0.132, -0.044]],
  "mulliken_spin": [0.260, 0.525, 0.076, 0.029, 0.135, 0.079, -0.039, -0.008, 0.056, 0.018, -0.038, -0.029, -0.064],
  "orbital_gap_ev": [4.08, 7.50],
  "lumo_ha": [0.152, 0.146],
  "e_above_lowest_ev": 0.000,
  "charge": -1,
  "spin_multiplicity": 2
}